No. 1
Formula: C3H3NS2
Source: OMol25
Level of theory: the ωB97M-V functional and the def2-TZVPD basis

Positions of all 9 atoms, in Å:
C: 1.29 1.14 0.32
C: -0.66 -1.79 1.54
C: -0.20 0.76 -1.57
N: 0.48 1.09 -0.56
S: 0.78 -2.20 1.10
S: -2.17 -1.65 2.03
H: 1.22 1.50 1.29
H: -0.59 -0.16 -1.68
H: -0.15 1.31 -2.49

The energy relative to the best compared isomer or geometry (same formula, charge and spin) comes out at 249.7 kJ/mol. The value obtained for the lowest unoccupied orbital energy is -0.011 Ha. The highest occupied orbital energy comes out at -7.89 eV. The value obtained for the HOMO-LUMO gap is 7.6 eV.


No. 2
Formula: C3H5NO2
Source: OMol25
Level of theory: the ωB97M-V functional and the def2-TZVPD basis

Positions of all 11 atoms, in Å:
H: -1.09 -1.11 -1.86
N: -0.62 -1.47 -1.03
C: -0.43 -0.58 -0.18
C: 0.22 -0.81 1.15
O: -0.94 0.78 -0.37
C: 0.04 1.70 -0.62
O: 1.21 1.35 -0.70
H: -0.44 -0.47 1.95
H: 1.15 -0.24 1.21
H: 0.43 -1.87 1.27
H: 0.47 2.71 -0.82

The energy relative to the best compared isomer or geometry (same formula, charge and spin) comes out at 282.3 kJ/mol. The value obtained for the lowest unoccupied orbital energy is 0.036 Ha. The SMILES is [H]/N=C(/C)OC=O. The highest occupied orbital energy comes out at -10.21 eV. The value obtained for the HOMO-LUMO gap is 11.2 eV.


No. 3
Formula: C38H49F27O22S
Source: OMol25
Level of theory: the ωB97M-V functional and the def2-TZVPD basis

Positions of all 137 atoms, in Å:
C: -7.36 -3.50 0.94
C: -7.08 -3.41 -0.55
O: -8.15 -2.73 -1.22
C: -8.17 -2.25 -2.50
O: -7.30 -2.30 -3.36
C: -9.56 -1.66 -2.78
F: -9.91 -1.71 -4.07
F: -10.51 -2.36 -2.08
F: -9.64 -0.43 -2.31
H: -8.29 -4.06 1.04
H: -7.63 -2.51 1.31
H: -6.59 -3.97 1.54
H: -6.93 -4.42 -0.91
H: -6.14 -2.89 -0.76
C: -2.26 -4.32 -9.70
C: -1.57 -5.65 -9.14
O: -0.61 -5.97 -10.13
C: 0.75 -5.93 -9.91
O: 1.28 -5.50 -8.88
C: 1.59 -6.51 -11.06
F: 0.82 -7.57 -11.45
F: 1.66 -5.61 -12.11
F: 2.83 -6.81 -10.72
H: -1.64 -3.43 -9.76
H: -3.20 -4.09 -9.19
H: -2.47 -4.41 -10.77
H: -2.35 -6.41 -9.05
H: -1.20 -5.65 -8.11
C: 5.09 1.09 10.04
C: 4.56 2.46 10.32
O: 3.53 2.67 9.42
C: 2.23 2.49 9.85
O: 1.81 2.62 10.99
C: 1.26 2.31 8.60
F: 1.51 3.31 7.78
F: 1.54 1.13 8.02
F: -0.02 2.42 9.02
H: 6.03 1.00 10.57
H: 5.41 1.02 9.00
H: 4.38 0.27 10.10
H: 5.40 3.11 10.08
H: 4.28 2.63 11.36
C: -0.58 -3.69 -1.61
C: -0.05 -2.25 -1.53
O: -0.86 -1.48 -0.66
C: -0.80 -0.06 -0.70
O: -0.17 0.55 -1.62
C: -1.70 0.59 0.36
F: -1.90 -0.27 1.40
F: -1.21 1.73 0.82
F: -2.83 0.78 -0.32
H: -0.57 -4.06 -0.58
H: -0.11 -4.33 -2.35
H: -1.64 -3.72 -1.84
H: -0.12 -1.90 -2.56
H: 1.01 -2.22 -1.29
C: -3.38 9.98 5.05
C: -4.62 10.87 5.33
O: -4.38 12.09 4.70
C: -4.92 12.32 3.44
O: -5.62 11.46 2.86
C: -4.72 13.76 2.89
F: -4.65 13.76 1.57
F: -5.79 14.48 3.21
F: -3.64 14.28 3.42
H: -3.63 9.00 5.44
H: -2.45 10.36 5.45
H: -3.19 9.86 3.98
H: -4.75 11.02 6.40
H: -5.59 10.41 5.14
C: -3.45 10.45 -8.36
C: -2.20 9.77 -7.82
O: -2.37 9.49 -6.45
C: -1.36 9.14 -5.64
O: -0.18 9.04 -5.93
C: -1.80 8.82 -4.18
F: -2.31 7.55 -4.10
F: -0.72 8.84 -3.36
F: -2.73 9.70 -3.77
H: -3.67 11.43 -7.92
H: -4.34 9.86 -8.14
H: -3.47 10.45 -9.45
H: -1.36 10.47 -7.90
H: -2.00 8.81 -8.31
C: 1.63 -5.94 5.82
C: 2.97 -5.37 6.29
O: 3.34 -4.30 5.40
C: 4.67 -3.88 5.40
O: 5.50 -4.30 6.19
C: 4.94 -2.82 4.30
F: 4.24 -3.08 3.21
F: 4.40 -1.66 4.70
F: 6.22 -2.72 3.93
H: 1.79 -6.13 4.75
H: 0.81 -5.24 6.01
H: 1.38 -6.85 6.36
H: 3.72 -6.16 6.25
H: 2.79 -5.02 7.30
C: -3.05 -11.57 -2.30
C: -3.02 -12.80 -3.15
O: -1.92 -12.99 -4.05
C: -1.76 -12.14 -5.08
O: -2.33 -11.05 -5.14
C: -0.66 -12.62 -6.06
F: -0.45 -13.93 -6.02
F: -1.00 -12.30 -7.32
F: 0.48 -11.93 -5.74
H: -3.89 -11.68 -1.62
H: -3.15 -10.70 -2.95
H: -2.20 -11.31 -1.67
H: -3.92 -12.84 -3.76
H: -3.12 -13.71 -2.55
C: 3.86 9.69 3.55
C: 3.94 8.24 4.03
O: 5.20 7.61 4.10
C: 6.17 7.94 4.92
O: 6.13 8.76 5.83
C: 7.40 6.98 4.76
F: 7.25 5.89 3.99
F: 8.44 7.69 4.28
F: 7.72 6.48 6.00
H: 4.52 9.85 2.71
H: 4.35 10.41 4.21
H: 2.84 10.00 3.33
H: 3.43 7.77 3.19
H: 3.37 8.02 4.94
O: 5.58 -6.81 -0.20
S: 6.37 -7.23 -1.35
O: 5.94 -8.41 -2.16
O: 6.97 -5.95 -2.19
C: 8.16 -5.33 -1.64
C: 8.64 -6.38 -0.57
O: 7.91 -7.52 -0.88
H: 8.78 -5.26 -2.53
H: 8.02 -4.35 -1.18
H: 8.30 -6.18 0.44
H: 9.73 -6.49 -0.58

The energy relative to the best compared isomer or geometry (same formula, charge and spin) comes out at 645.2 kJ/mol. The value obtained for the lowest unoccupied orbital energy is 0.008 Ha. The SMILES is CCOC(=O)C(F)(F)F.CCOC(=O)C(F)(F)F.CCOC(=O)C(F)(F)F.CCOC(=O)C(F)(F)F.CCOC(=O)C(F)(F)F.CCOC(=O)C(F)(F)F.CCOC(=O)C(F)(F)F.CCOC(=O)C(F)(F)F.CCOC(=O)C(F)(F)F.O=S1(=O)OCCO1. The highest occupied orbital energy comes out at -11.19 eV. The value obtained for the HOMO-LUMO gap is 11.4 eV.


No. 4
Formula: H2N2O4P
Source: OMol25
Level of theory: the ωB97M-V functional and the def2-TZVPD basis

Positions of all 9 atoms, in Å:
N: -1.43 0.51 -0.12
P: 0.24 0.73 -0.28
O: 0.90 1.84 1.21
O: 0.59 1.00 -1.68
N: 0.95 -0.97 0.11
O: 0.14 -1.90 0.41
O: 2.11 -1.19 -0.13
H: -1.83 -0.34 -0.44
H: -1.66 0.32 0.92

The energy relative to the best compared isomer or geometry (same formula, charge and spin) comes out at 342.0 kJ/mol. The value obtained for the lowest unoccupied orbital energy is 0.144 Ha. The SMILES is N[P@](=O)([O-])[N+](=O)[O-]. The highest occupied orbital energy comes out at -4.79 eV. The net charge is -1. The value obtained for the HOMO-LUMO gap is 8.7 eV.


No. 5
Formula: CH4N2OS
Source: OMol25
Level of theory: the ωB97M-V functional and the def2-TZVPD basis

Positions of all 9 atoms, in Å:
C: -0.43 0.82 0.01
H: -2.70 0.28 -1.15
H: -0.70 -1.09 0.74
H: -1.13 1.49 0.08
H: 2.61 -0.03 1.27
N: -1.08 -0.35 -0.07
N: 0.76 0.98 0.05
O: -2.52 -0.38 0.15
S: 1.68 -0.43 -0.13

The energy relative to the best compared isomer or geometry (same formula, charge and spin) comes out at 757.1 kJ/mol. The value obtained for the lowest unoccupied orbital energy is -0.033 Ha. The highest occupied orbital energy comes out at -8.49 eV. The value obtained for the HOMO-LUMO gap is 7.6 eV.


No. 6
Formula: C12H36BeNO7
Source: OMol25
Level of theory: the ωB97M-V functional and the def2-TZVPD basis

Positions of all 57 atoms, in Å:
Be: -1.21 2.47 0.06
C: -1.49 -2.59 -1.99
C: -0.74 -2.14 -0.73
C: 0.11 -3.41 -0.18
C: 1.28 -3.79 -1.14
C: 2.24 -2.57 -1.14
C: 1.56 -1.24 -1.59
N: 0.25 -1.05 -0.82
O: -0.43 0.21 -1.20
C: 1.29 -1.33 -3.11
C: 2.60 -0.17 -1.34
C: -1.79 -1.86 0.37
H: -2.01 -1.73 -2.42
H: -2.28 -3.28 -1.71
H: -0.81 -3.01 -2.73
H: -0.60 -4.24 -0.23
H: 0.57 -3.25 0.79
H: 1.14 -4.14 -2.16
H: 1.65 -4.67 -0.63
H: 3.07 -2.67 -1.84
H: 2.57 -2.35 -0.12
H: 1.17 -2.35 -3.49
H: 2.09 -0.78 -3.60
H: 0.45 -0.75 -3.50
H: 2.74 -0.03 -0.27
H: 2.31 0.75 -1.85
H: 3.61 -0.34 -1.71
H: -2.44 -2.68 0.67
H: -2.50 -1.05 0.20
H: -1.38 -1.79 1.38
O: 0.63 3.42 -1.23
H: 0.90 4.30 -0.98
H: 1.24 3.16 -1.92
O: 0.06 3.77 1.72
H: 0.30 3.55 2.62
H: -0.06 4.72 1.73
O: -2.23 2.80 -2.16
H: -2.08 2.04 -2.73
H: -2.30 3.54 -2.76
O: -3.30 1.77 1.22
H: -4.16 1.95 0.84
H: -3.45 1.81 2.17
O: -2.00 4.84 -0.03
H: -1.27 5.45 -0.08
H: -2.76 5.38 0.20
C: 1.27 -0.76 2.82
C: 0.14 0.25 3.01
C: 0.37 1.33 4.06
O: 0.06 0.78 1.78
H: 1.02 -1.64 2.23
H: 1.66 -1.05 3.80
H: 2.16 -0.40 2.30
H: -0.84 -0.15 3.29
H: 1.21 1.97 3.83
H: 0.53 0.96 5.07
H: -0.58 1.87 4.06
H: 0.47 0.17 1.15

The value obtained for the lowest unoccupied orbital energy is -0.157 Ha. The highest occupied orbital energy comes out at -9.19 eV. The net charge is +1. The value obtained for the HOMO-LUMO gap is 4.9 eV.


No. 7
Formula: C2H2FOP
Source: OMol25
Level of theory: the ωB97M-V functional and the def2-TZVPD basis

Positions of all 7 atoms, in Å:
C: -0.98 -0.21 0.76
C: -3.01 0.14 0.04
O: -3.40 1.10 -0.45
F: -3.87 -0.91 0.38
P: -0.06 -1.16 -0.19
H: -1.26 0.17 1.67
H: 1.00 -1.54 0.76

The energy relative to the best compared isomer or geometry (same formula, charge and spin) comes out at 301.9 kJ/mol. The value obtained for the lowest unoccupied orbital energy is -0.025 Ha. The highest occupied orbital energy comes out at -9.84 eV. The value obtained for the HOMO-LUMO gap is 9.1 eV.


No. 8
Formula: C2H6NO6
Source: OMol25
Level of theory: the ωB97M-V functional and the def2-TZVPD basis

Positions of all 15 atoms, in Å:
C: -0.21 -0.15 -0.39
C: 1.28 -0.53 -0.03
N: -1.12 -0.84 0.52
O: -2.50 -0.49 0.35
O: -0.28 1.59 0.32
O: -0.42 -0.11 -1.64
O: 1.29 -1.97 0.07
O: 2.16 -0.15 -1.06
O: 1.65 0.10 1.14
H: -0.85 -0.78 1.42
H: -0.22 2.23 -0.40
H: -2.60 0.47 0.20
H: 0.40 -2.33 0.20
H: 1.73 -0.16 -1.94
H: 1.16 0.98 1.23

The energy relative to the best compared isomer or geometry (same formula, charge and spin) comes out at 98.1 kJ/mol. The value obtained for the lowest unoccupied orbital energy is 0.143 Ha. The highest occupied orbital energy comes out at -4.70 eV. The net charge is -1. The value obtained for the HOMO-LUMO gap is 8.6 eV.


Question: Which value of highest occupied orbital energy does entry 4 give?
Answer: -4.79 eV


Question: Which value of highest occupied orbital energy does entry 4 give?
Answer: -4.79 eV